[1]
The following is a DFT calculation (ωB97M-V with the def2-TZVPD basis set) of a structure of composition C56H153BCrF10N7O23 in a non-equilibrium geometry.

Each line ends with the Mulliken spin population.
Cartesian coordinates (Å):
Cr 3.858 1.479 -0.880  2.98
B 2.885 4.343 -2.448  0.02
F 1.541 4.358 -2.369  0.00
F 3.161 3.962 -3.705  0.00
F 3.437 5.574 -2.101  0.00
F 3.401 3.459 -1.526  -0.03
C 0.831 1.284 0.744  0.00
O 0.678 -0.033 0.128  0.00
O 2.129 1.666 0.344  0.02
C -0.397 2.240 0.605  -0.01
F -1.556 1.607 0.862  0.00
F -0.352 3.304 1.376  0.00
F -0.496 2.754 -0.646  0.00
C 0.018 -1.093 0.804  0.00
C 0.300 -2.393 0.022  0.01
H -0.043 -3.273 0.567  0.00
H -0.099 -2.348 -0.992  0.00
H 1.352 -2.653 -0.091  0.00
H -1.064 -0.985 0.875  0.00
H 0.411 -1.227 1.812  0.00
H 0.878 1.035 1.804  0.01
C 4.567 -1.780 0.176  0.00
O 4.233 -1.530 1.498  0.01
O 4.408 -0.536 -0.479  0.02
C 5.935 -2.583 0.191  0.00
F 5.807 -3.783 0.776  0.00
F 6.359 -2.897 -1.052  0.00
F 6.927 -1.946 0.789  0.00
C 3.317 -2.375 2.250  0.00
C 3.367 -1.768 3.681  0.00
H 4.399 -1.709 4.028  0.00
H 2.901 -0.783 3.679  0.00
H 2.808 -2.430 4.342  0.00
H 3.484 -3.448 2.335  0.00
H 2.294 -2.285 1.886  0.00
H 3.783 -2.423 -0.223  0.01
C 0.019 4.229 4.598  0.00
C -0.939 5.195 5.398  0.00
O -1.128 4.657 6.671  0.00
H 0.956 4.107 5.141  0.00
H 0.128 4.744 3.644  0.00
H -0.412 3.244 4.419  0.00
H -1.910 5.288 4.911  0.00
H -0.441 6.164 5.433  0.00
H -0.313 4.903 7.113  0.00
C -2.563 0.052 -2.377  0.00
C -3.902 -0.632 -2.294  0.00
O -4.580 -0.647 -3.545  0.00
H -2.065 0.114 -1.410  0.00
H -2.609 1.080 -2.737  0.00
H -1.880 -0.390 -3.102  0.00
H -4.500 -0.144 -1.524  0.00
H -3.779 -1.674 -1.997  0.00
H -5.307 -1.271 -3.491  0.00
C -2.768 -4.347 1.600  0.00
C -3.704 -3.127 1.799  0.00
O -3.622 -2.204 0.684  0.00
H -3.019 -5.079 2.368  0.00
H -1.722 -4.072 1.737  0.00
H -2.825 -4.768 0.597  0.00
H -3.287 -2.658 2.691  0.00
H -4.739 -3.368 2.040  0.00
H -4.075 -1.377 0.864  0.00
C 6.690 -0.117 -3.188  0.00
C 6.654 1.101 -2.244  0.00
O 5.365 1.702 -2.326  -0.01
H 5.810 -0.751 -3.079  0.00
H 7.626 -0.663 -3.074  0.00
H 6.634 0.217 -4.224  0.00
H 7.386 1.829 -2.593  0.00
H 6.942 0.724 -1.262  0.00
H 5.275 2.065 -3.210  0.01
C 0.399 -4.224 3.823  0.00
C 1.490 -5.269 4.019  0.00
O 1.029 -6.486 3.489  0.00
H 0.043 -4.213 2.793  0.00
H 0.664 -3.190 4.047  0.00
H -0.477 -4.524 4.398  0.00
H 1.778 -5.396 5.063  0.00
H 2.370 -4.959 3.456  0.00
H 1.329 -6.597 2.584  0.00
C 0.493 7.350 -3.878  0.00
C 0.768 7.453 -2.385  0.00
O 0.096 6.380 -1.762  0.00
H 0.831 6.456 -4.403  0.00
H 1.041 8.161 -4.359  0.00
H -0.557 7.534 -4.104  0.00
H 0.380 8.391 -1.987  0.00
H 1.852 7.486 -2.279  0.00
H 0.673 5.617 -1.840  0.00
C -1.289 3.885 -3.703  0.00
C -2.710 3.880 -4.257  0.00
O -2.727 3.573 -5.633  0.00
H -0.889 2.895 -3.922  0.00
H -1.213 4.098 -2.636  0.00
H -0.738 4.616 -4.295  0.00
H -3.105 4.880 -4.083  0.00
H -3.297 3.203 -3.636  0.00
H -2.887 2.634 -5.751  0.00
C -2.770 -4.260 -2.199  0.00
C -2.818 -4.167 -3.671  0.00
O -3.288 -5.380 -4.268  0.00
H -3.785 -4.296 -1.805  0.00
H -2.299 -3.407 -1.711  0.00
H -2.270 -5.174 -1.879  0.00
H -1.789 -3.950 -3.960  0.00
H -3.349 -3.268 -3.984  0.00
H -4.225 -5.558 -4.156  0.00
C 0.643 -6.965 -2.731  0.00
C -0.272 -7.498 -1.520  0.00
C -1.591 -8.203 -1.982  0.00
O -2.188 -8.834 -0.825  0.00
C -2.942 -7.936 -0.030  0.00
N 0.497 -8.417 -0.688  0.00
H 1.620 -6.638 -2.376  0.00
H 0.241 -6.103 -3.263  0.00
H 0.813 -7.796 -3.415  0.00
H -0.446 -6.614 -0.906  0.00
H -1.377 -8.998 -2.696  0.00
H -2.249 -7.452 -2.418  0.00
H -3.277 -8.395 0.900  0.00
H -3.903 -7.680 -0.477  0.00
H -2.452 -7.001 0.244  0.00
H -0.207 -8.875 -0.127  0.00
H 0.744 -9.202 -1.274  0.00
C -1.156 1.163 7.994  0.00
C -2.148 0.794 6.858  0.00
C -1.897 -0.581 6.232  0.00
O -0.557 -0.875 5.770  0.00
C -0.163 -0.133 4.599  0.00
N -3.485 0.946 7.320  0.00
H -1.163 2.215 8.279  0.00
H -0.131 1.044 7.642  0.00
H -1.261 0.593 8.918  0.00
H -2.006 1.550 6.086  0.00
H -2.538 -0.771 5.372  0.00
H -2.145 -1.339 6.975  0.00
H 0.149 0.866 4.903  0.00
H -0.984 -0.078 3.883  0.00
H 0.682 -0.565 4.062  0.00
H -3.594 0.327 8.110  0.00
H -4.091 0.666 6.561  0.00
C -3.906 5.984 2.143  0.00
C -2.856 5.215 1.383  0.00
C -3.400 4.554 0.036  0.00
O -4.375 3.682 0.489  0.00
C -4.857 2.788 -0.499  0.00
N -1.843 6.253 1.022  0.00
H -3.515 6.600 2.953  0.00
H -4.579 5.276 2.627  0.00
H -4.521 6.651 1.539  0.00
H -2.380 4.550 2.104  0.00
H -2.589 4.027 -0.466  0.00
H -3.815 5.323 -0.616  0.00
H -5.113 3.384 -1.374  0.00
H -5.578 2.109 -0.045  0.00
H -4.050 2.103 -0.760  0.00
H -1.149 5.742 0.495  0.00
H -2.117 7.020 0.425  0.00
C -3.771 1.871 3.535  0.00
C -4.049 0.423 3.157  0.00
C -5.190 -0.367 3.828  0.00
O -4.995 -0.206 5.253  0.00
C -6.024 -1.034 5.905  0.00
N -4.221 0.360 1.694  0.00
H -4.651 2.515 3.549  0.00
H -3.071 2.378 2.870  0.00
H -3.327 1.901 4.530  0.00
H -3.144 -0.156 3.340  0.00
H -5.158 -1.423 3.558  0.00
H -6.161 0.030 3.533  0.00
H -5.839 -2.074 5.635  0.00
H -7.039 -0.706 5.680  0.00
H -5.969 -1.024 6.993  0.00
H -3.428 0.789 1.239  0.00
H -5.019 0.944 1.488  0.00
C 1.242 -2.339 -4.856  0.00
C 2.384 -2.593 -3.874  0.00
C 3.116 -3.970 -4.179  0.00
O 3.873 -4.244 -3.001  0.00
C 4.575 -5.453 -2.924  0.00
N 3.291 -1.500 -3.802  0.00
H 1.514 -2.299 -5.911  0.00
H 0.711 -1.396 -4.727  0.00
H 0.422 -3.054 -4.783  0.00
H 1.925 -2.718 -2.892  0.00
H 3.714 -4.060 -5.085  0.00
H 2.380 -4.764 -4.301  0.00
H 5.426 -5.302 -2.258  0.00
H 4.952 -5.702 -3.916  0.00
H 4.008 -6.349 -2.672  0.00
H 3.900 -1.897 -3.101  0.00
H 3.703 -1.459 -4.723  0.00
C 6.879 2.700 2.123  0.00
C 5.654 1.861 1.629  -0.01
C 4.683 1.569 2.807  0.01
O 4.245 2.796 3.423  0.00
C 3.206 2.510 4.275  0.00
N 5.112 2.567 0.481  -0.07
H 7.782 2.509 1.543  0.00
H 7.099 2.419 3.153  0.00
H 6.767 3.784 2.157  0.00
H 6.124 0.933 1.304  0.00
H 5.131 0.906 3.547  0.00
H 3.857 1.036 2.337  0.00
H 3.077 3.468 4.778  0.00
H 3.431 1.902 5.152  0.00
H 2.233 2.297 3.832  0.00
H 5.866 3.197 0.249  0.01
H 4.590 3.330 0.889  0.02
C -1.145 0.551 -6.223  0.00
C -2.541 0.114 -6.675  0.00
C -2.819 -1.430 -6.413  0.00
O -1.960 -2.301 -7.117  0.00
C -2.162 -2.289 -8.526  0.00
N -3.563 0.927 -6.007  0.00
H -0.319 -0.074 -6.562  0.00
H -1.112 0.747 -5.151  0.00
H -0.878 1.493 -6.701  0.00
H -2.649 0.397 -7.722  0.00
H -3.854 -1.714 -6.602  0.00
H -2.707 -1.662 -5.354  0.00
H -1.352 -2.794 -9.052  0.00
H -2.252 -1.313 -9.003  0.00
H -3.044 -2.883 -8.765  0.00
H -3.579 0.703 -5.022  0.00
H -4.515 0.747 -6.293  0.00
C 2.034 5.442 1.399  0.00
O 3.205 5.093 0.642  0.00
H 1.192 5.770 0.789  0.00
H 1.809 4.645 2.107  0.00
H 2.290 6.308 2.010  0.00
H 3.068 5.373 -0.266  0.00
C 0.209 8.509 2.243  0.00
O -0.389 7.553 3.085  0.00
H -0.481 9.338 2.088  0.00
H 1.155 8.828 2.682  0.00
H 0.378 7.931 1.335  0.00
H -0.954 7.027 2.514  0.00
C 3.031 -5.738 0.136  0.00
O 1.972 -6.347 0.814  0.00
H 2.723 -4.941 -0.541  0.00
H 3.689 -5.274 0.871  0.00
H 3.542 -6.495 -0.458  0.00
H 1.641 -7.052 0.252  0.00
C 1.472 1.309 -3.090  -0.03
O 2.688 0.805 -2.570  0.02
H 1.068 2.188 -2.586  0.02
H 1.545 1.562 -4.147  0.00
H 0.783 0.466 -3.138  0.01
H 2.831 0.019 -3.102  0.00

Summary:
LUMO energy (alpha / beta): -1.70 / -0.38 eV
Multiplicity: 4
Frontier orbital gap (alpha / beta): 6.84 / 8.16 eV
Expectation value of S²: 3.777
E_HOMO (alpha / beta): -8.5 / -8.5 eV

[2]
The following is a DFT calculation (ωB97M-V with the def2-TZVPD basis set) of a cluster of 17 separate species, C56H160N14O17 in total in a non-equilibrium geometry.

Each line ends with the Löwdin charge.
Cartesian coordinates (Å):
O 5.906 -1.880 -5.560  -0.05
H 5.166 -2.318 -5.980  0.03
H 5.900 -0.995 -5.925  0.02
O 2.083 2.401 -10.102  -0.05
H 1.235 2.837 -10.178  0.02
H 2.377 2.287 -11.006  0.03
O 5.194 2.545 -6.944  -0.05
H 5.951 3.096 -7.144  0.03
H 4.697 2.515 -7.762  0.02
C 7.577 -11.082 -2.839  -0.05
C 7.882 -9.737 -2.140  -0.46
C 6.906 -8.611 -2.387  -0.23
O 5.577 -8.856 -1.978  -0.18
C 4.788 -7.691 -1.980  -0.11
N 8.171 -9.882 -0.756  0.04
H 8.222 -11.904 -2.530  0.07
H 7.590 -11.058 -3.929  0.07
H 6.611 -11.486 -2.540  0.07
H 8.810 -9.393 -2.596  0.13
H 6.763 -8.464 -3.457  0.13
H 7.360 -7.709 -1.976  0.12
H 5.367 -6.804 -1.727  0.08
H 3.904 -7.813 -1.353  0.09
H 4.417 -7.509 -2.988  0.08
H 8.369 -8.990 -0.327  0.07
H 7.270 -10.148 -0.384  0.07
C 11.264 -0.112 -0.043  -0.08
C 9.826 0.367 -0.092  -0.45
C 9.652 1.773 -0.854  -0.19
O 10.145 1.635 -2.175  -0.17
C 10.311 2.898 -2.760  -0.13
N 9.022 -0.666 -0.613  0.03
H 11.715 -0.291 -1.020  0.08
H 11.382 -0.995 0.586  0.08
H 11.954 0.607 0.399  0.07
H 9.595 0.497 0.966  0.13
H 10.156 2.509 -0.228  0.11
H 8.604 2.073 -0.835  0.11
H 10.803 2.681 -3.709  0.09
H 10.898 3.667 -2.259  0.09
H 9.349 3.351 -3.001  0.08
H 8.069 -0.382 -0.788  0.08
H 9.436 -0.970 -1.483  0.08
C -5.818 -2.351 9.365  -0.08
C -5.994 -2.572 7.904  -0.49
C -7.123 -1.678 7.266  -0.18
O -8.408 -1.866 7.817  -0.18
C -8.841 -3.219 7.875  -0.10
N -4.730 -2.192 7.417  0.02
H -5.143 -3.004 9.919  0.08
H -6.779 -2.505 9.855  0.07
H -5.449 -1.352 9.599  0.09
H -6.171 -3.631 7.719  0.13
H -7.266 -1.732 6.187  0.12
H -6.748 -0.655 7.309  0.13
H -9.905 -3.454 7.915  0.09
H -8.352 -3.644 8.752  0.07
H -8.385 -3.793 7.069  0.08
H -4.830 -2.334 6.422  0.07
H -4.078 -2.932 7.638  0.08
C 0.055 7.000 -12.491  -0.06
C -0.530 6.932 -11.061  -0.42
C -1.390 8.223 -10.696  -0.23
O -0.603 9.395 -10.663  -0.17
C -1.441 10.456 -10.125  -0.10
N -1.407 5.776 -10.927  0.03
H 0.579 6.054 -12.622  0.07
H 0.721 7.856 -12.594  0.08
H -0.720 7.050 -13.256  0.08
H 0.301 6.864 -10.358  0.13
H -1.785 8.042 -9.696  0.11
H -2.203 8.355 -11.410  0.12
H -2.144 10.752 -10.904  0.08
H -0.905 11.366 -9.856  0.09
H -2.143 10.231 -9.322  0.08
H -2.265 6.134 -11.320  0.06
H -1.664 5.741 -9.951  0.06
C -0.156 1.097 10.891  -0.07
C -0.094 1.707 9.466  -0.41
C 0.871 0.791 8.638  -0.23
O 2.194 1.111 8.993  -0.21
C 3.272 0.333 8.348  -0.06
N -1.431 1.787 8.914  0.03
H -0.385 0.032 10.856  0.08
H -0.920 1.599 11.483  0.07
H 0.816 1.282 11.348  0.07
H 0.381 2.684 9.555  0.13
H 0.753 0.839 7.556  0.12
H 0.788 -0.286 8.784  0.11
H 3.078 -0.734 8.456  0.08
H 4.261 0.617 8.708  0.08
H 3.383 0.602 7.297  0.08
H -2.154 1.856 9.616  0.06
H -1.541 0.875 8.494  0.06
C -0.200 -7.126 9.762  -0.06
C -1.178 -7.721 8.712  -0.41
C -2.583 -8.021 9.171  -0.23
O -2.561 -8.968 10.215  -0.17
C -3.837 -8.990 10.843  -0.12
N -1.194 -6.754 7.562  0.02
H -0.161 -7.799 10.618  0.07
H -0.493 -6.129 10.093  0.08
H 0.827 -7.063 9.402  0.07
H -0.734 -8.636 8.319  0.13
H -3.077 -8.470 8.309  0.13
H -3.027 -7.088 9.517  0.13
H -4.661 -9.255 10.181  0.08
H -4.135 -8.011 11.218  0.08
H -3.953 -9.605 11.735  0.09
H -0.273 -6.517 7.222  0.06
H -1.651 -7.176 6.766  0.06
C 7.583 -6.854 4.101  -0.07
C 6.294 -6.452 3.381  -0.46
C 5.133 -7.341 3.801  -0.20
O 5.310 -8.763 3.530  -0.19
C 4.160 -9.479 3.956  -0.12
N 6.056 -5.012 3.567  0.05
H 7.944 -7.836 3.794  0.07
H 7.326 -7.005 5.149  0.08
H 8.437 -6.178 4.071  0.07
H 6.439 -6.802 2.359  0.13
H 4.406 -6.943 3.093  0.12
H 4.808 -7.249 4.837  0.13
H 4.149 -9.530 5.045  0.08
H 4.317 -10.454 3.493  0.09
H 3.207 -9.094 3.595  0.08
H 6.733 -4.668 2.901  0.07
H 5.225 -4.758 3.053  0.06
C 0.961 -0.333 0.930  -0.08
C 1.152 -0.246 -0.561  -0.44
C 0.403 0.969 -1.159  -0.21
O 0.558 0.925 -2.578  -0.20
C 0.167 2.117 -3.305  -0.08
N 2.564 -0.184 -0.978  0.04
H 1.423 -1.261 1.268  0.08
H -0.089 -0.381 1.222  0.08
H 1.423 0.524 1.420  0.08
H 0.797 -1.201 -0.949  0.14
H 0.796 1.886 -0.720  0.12
H -0.638 0.970 -0.837  0.12
H -0.912 2.162 -3.455  0.08
H 0.565 2.055 -4.318  0.08
H 0.549 3.015 -2.821  0.08
H 2.621 -0.147 -1.986  0.06
H 2.877 0.747 -0.742  0.06
C 1.461 8.364 2.628  -0.07
C 0.369 9.311 2.107  -0.42
C -0.406 10.001 3.306  -0.14
O -0.863 9.040 4.343  -0.21
C -1.374 9.679 5.502  -0.13
N 0.900 10.350 1.222  0.03
H 1.771 7.632 1.882  0.07
H 1.169 7.774 3.496  0.07
H 2.284 8.917 3.081  0.08
H -0.292 8.643 1.554  0.12
H -1.306 10.499 2.945  0.11
H 0.239 10.738 3.785  0.12
H -0.845 10.548 5.892  0.09
H -1.392 8.836 6.193  0.09
H -2.435 9.923 5.447  0.08
H 1.348 10.056 0.365  0.07
H 0.066 10.816 0.895  0.06
C -9.256 -0.072 -2.175  -0.07
C -8.654 0.731 -3.412  -0.40
C -9.421 1.989 -3.831  -0.18
O -8.929 2.281 -5.204  -0.19
C -9.785 3.317 -5.694  -0.13
N -7.285 1.131 -3.045  0.03
H -8.665 -0.973 -2.012  0.07
H -10.314 -0.326 -2.238  0.06
H -9.296 0.519 -1.260  0.06
H -8.746 -0.053 -4.164  0.13
H -9.352 2.788 -3.093  0.12
H -10.468 1.710 -3.946  0.11
H -9.458 3.500 -6.718  0.08
H -9.589 4.247 -5.159  0.08
H -10.844 3.060 -5.654  0.08
H -6.703 1.098 -3.870  0.06
H -7.195 2.030 -2.594  0.07
C -5.434 -5.501 1.884  -0.05
C -5.439 -6.960 2.346  -0.43
C -6.375 -7.894 1.565  -0.21
O -7.691 -7.370 1.754  -0.19
C -8.560 -7.854 0.759  -0.12
N -4.073 -7.402 2.039  0.01
H -4.827 -4.901 2.561  0.08
H -6.455 -5.129 1.792  0.07
H -5.013 -5.554 0.880  0.08
H -5.602 -7.129 3.411  0.14
H -6.325 -8.847 2.091  0.12
H -6.108 -8.002 0.513  0.12
H -9.576 -7.561 1.023  0.09
H -8.612 -8.935 0.882  0.08
H -8.331 -7.536 -0.258  0.09
H -3.984 -8.407 2.082  0.06
H -4.013 -7.145 1.064  0.05
C -0.986 -4.058 -7.299  -0.05
C -0.695 -2.693 -7.983  -0.44
C -1.862 -1.780 -8.115  -0.25
O -2.791 -2.216 -9.079  -0.18
C -4.052 -1.509 -8.921  -0.09
N 0.325 -2.031 -7.207  0.02
H -1.379 -4.008 -6.283  0.07
H -0.133 -4.737 -7.299  0.07
H -1.704 -4.653 -7.863  0.07
H -0.203 -2.845 -8.944  0.14
H -1.556 -0.796 -8.471  0.12
H -2.385 -1.650 -7.167  0.13
H -4.764 -1.678 -9.729  0.08
H -4.041 -0.443 -8.694  0.08
H -4.548 -2.035 -8.105  0.08
H -0.046 -1.631 -6.357  0.07
H 0.538 -1.145 -7.642  0.06
C -4.921 3.344 2.307  -0.09
C -4.040 4.541 2.256  -0.44
C -4.524 5.582 1.258  -0.18
O -4.303 4.987 -0.024  -0.17
C -4.697 5.716 -1.114  -0.15
N -4.005 5.057 3.668  0.03
H -4.956 2.807 1.359  0.08
H -5.921 3.523 2.701  0.09
H -4.559 2.574 2.989  0.07
H -3.032 4.202 2.016  0.14
H -3.920 6.448 1.530  0.12
H -5.576 5.787 1.457  0.13
H -4.071 6.608 -1.150  0.08
H -5.710 6.118 -1.154  0.08
H -4.535 5.194 -2.057  0.09
H -3.708 4.292 4.257  0.06
H -3.359 5.819 3.814  0.06
C 5.940 10.450 -5.185  -0.07
C 5.689 8.949 -5.345  -0.41
C 4.531 8.408 -4.404  -0.21
O 3.391 9.209 -4.390  -0.19
C 2.579 9.089 -5.581  -0.09
N 5.505 8.635 -6.779  0.03
H 6.802 10.882 -5.692  0.08
H 6.068 10.606 -4.114  0.08
H 5.056 11.038 -5.432  0.07
H 6.541 8.408 -4.932  0.12
H 4.915 8.492 -3.387  0.12
H 4.316 7.363 -4.631  0.12
H 3.051 9.612 -6.413  0.08
H 1.567 9.415 -5.339  0.08
H 2.286 8.052 -5.745  0.08
H 4.768 7.945 -6.818  0.05
H 5.122 9.405 -7.308  0.06

Summary:
Relative energy (zero: lowest compared OMol25 entry of this formula, charge and spin): 151.0 kcal per mole
LUMO energy: 0.00 eV
Frontier orbital gap: 8.84 eV
E_HOMO: -8.8 eV